The following is a quantum chemistry calculation of a cluster of 3 separate species, C41H29NO11S in total in a non-equilibrium geometry, from the OMol25 dataset.

The net charge is 0. The spin multiplicity is 1. Its SMILES is C#CC1=C(CCCCS(=O)(=O)O)C(=O)C(CON=O)=CC1=O.O=C1c2ccccc2C(=O)c2ccccc21.O=C1c2ccccc2C(=O)c2ccccc21. As for the gap between HOMO and LUMO: 8.246 eV. The HOMO energy comes out at -0.352 Ha.

Atoms and positions in Å:
C (2.1822, 5.5623, 1.2784)
C (1.0054, 5.6955, 1.4729)
C (-0.3896, 5.6514, 1.8047)
C (-1.3428, 5.2084, 0.9709)
C (-1.0937, 4.7297, -0.4219)
C (-1.0094, 3.1897, -0.5281)
C (0.4464, 2.7099, -0.5083)
C (0.6102, 1.2669, -1.0174)
S (0.0317, 0.0715, 0.1700)
O (0.7523, -1.1644, -0.0233)
O (-1.3903, -0.0348, 0.0633)
O (0.4451, 0.6429, 1.5930)
C (-2.7452, 5.2149, 1.5119)
O (-3.7063, 5.3991, 0.8061)
C (-2.8880, 4.9968, 2.9873)
C (-4.1147, 4.3133, 3.5468)
O (-4.6711, 5.1562, 4.5812)
N (-6.1199, 5.2034, 4.5307)
O (-6.5015, 5.8740, 3.6648)
C (-1.9280, 5.4275, 3.8015)
C (-0.7724, 6.1510, 3.1783)
O (-0.2243, 7.0828, 3.7044)
H (3.2268, 5.4037, 1.1566)
H (-1.8843, 5.1137, -1.0700)
H (-0.1672, 5.1661, -0.7970)
H (-1.4244, 2.9093, -1.4995)
H (-1.6021, 2.6985, 0.2428)
H (1.0503, 3.3408, -1.1646)
H (0.8776, 2.8209, 0.4870)
H (1.6518, 1.0328, -1.2312)
H (0.0379, 1.1395, -1.9347)
H (1.0704, -0.0033, 1.9691)
H (-3.8195, 3.3825, 4.0334)
H (-4.8518, 4.1117, 2.7710)
H (-1.9485, 5.3047, 4.8760)
O (-5.0887, -2.0730, -2.1882)
C (-4.7319, -3.1457, -2.6292)
C (-5.6654, -3.9889, -3.4303)
C (-6.9486, -3.5220, -3.6868)
C (-7.8177, -4.2766, -4.4563)
C (-7.4088, -5.5012, -4.9746)
C (-6.1359, -5.9773, -4.7105)
C (-5.2616, -5.2264, -3.9343)
C (-3.9012, -5.7631, -3.6466)
O (-3.5703, -6.8618, -4.0434)
C (-2.9630, -4.9121, -2.8655)
C (-1.6781, -5.3767, -2.6152)
C (-0.7831, -4.5862, -1.9138)
C (-1.1623, -3.3271, -1.4568)
C (-2.4473, -2.8652, -1.6944)
C (-3.3522, -3.6548, -2.3948)
H (-7.2583, -2.5674, -3.2844)
H (-8.8158, -3.9099, -4.6575)
H (-8.0864, -6.0846, -5.5841)
H (-5.8132, -6.9307, -5.1055)
H (-1.3853, -6.3536, -2.9748)
H (0.2189, -4.9494, -1.7236)
H (-0.4554, -2.7078, -0.9156)
H (-2.7487, -1.8901, -1.3368)
O (8.3370, -1.7156, 0.1481)
C (7.2903, -1.4032, 0.6746)
C (7.1580, -0.1114, 1.4082)
C (8.2474, 0.7483, 1.4653)
C (8.1332, 1.9672, 2.1127)
C (6.9294, 2.3342, 2.7052)
C (5.8440, 1.4755, 2.6627)
C (5.9547, 0.2485, 2.0194)
C (4.7831, -0.6689, 1.9980)
O (3.7492, -0.3691, 2.5657)
C (4.9097, -1.9497, 1.2524)
C (3.8171, -2.8018, 1.1948)
C (3.8952, -3.9819, 0.4754)
C (5.0727, -4.3163, -0.1853)
C (6.1729, -3.4762, -0.1184)
C (6.0976, -2.2915, 0.6023)
H (9.1791, 0.4592, 0.9989)
H (8.9826, 2.6362, 2.1540)
H (6.8406, 3.2910, 3.2029)
H (4.9074, 1.7517, 3.1275)
H (2.9041, -2.5335, 1.7070)
H (3.0386, -4.6410, 0.4263)
H (5.1320, -5.2356, -0.7529)
H (7.0914, -3.7337, -0.6275)

Forces on atoms 1 to 6 (eV/Å):
C -0.1 0.0 0.1
C -0.1 -0.2 0.1
C 0.3 0.3 0.0
C 0.2 0.1 0.2
C -0.2 0.1 -0.1
C 0.3 0.3 -0.5

***

The following is a quantum chemistry calculation of a structure of composition C41H31I2N6O2PSV, from the OMol25 dataset.

The net charge is 0. As for the expectation value of S²: 3.856. The spin multiplicity is 4. As for the gap between HOMO and LUMO (alpha / beta): 6.202 / 6.292 eV. The relative energy (zero: lowest compared OMol25 entry of this formula, charge and spin) is 69.3 kcal/mol. The HOMO energy (alpha / beta) comes out at -0.250 / -0.251 Ha.

Atoms and positions in Å:
V (-1.3686, 0.3591, 0.0254)
I (-1.7461, 0.5120, 5.2321)
C (-1.3747, 2.0088, 3.8428)
C (-1.3567, 3.3458, 4.2958)
C (-1.1680, 4.3858, 3.4355)
I (-1.1506, 6.3287, 4.1913)
C (-0.9966, 4.1371, 2.0474)
C (-0.8104, 5.1223, 1.0515)
C (-0.6546, 4.7581, -0.2566)
C (-0.7004, 3.3960, -0.6021)
N (-0.8794, 2.4619, 0.2998)
C (-1.0073, 2.8012, 1.6147)
C (-1.1947, 1.6955, 2.5137)
O (-1.1843, 0.4900, 1.9987)
H (-1.5019, 3.5366, 5.3501)
H (-0.7927, 6.1659, 1.3362)
H (-0.5104, 5.5019, -1.0264)
H (-0.6089, 3.0689, -1.6308)
O (-1.7206, -3.0056, -1.6882)
N (-0.6833, -1.6950, -0.0488)
C (0.7023, -1.3819, 0.3037)
C (1.6885, -2.1884, -0.6124)
C (2.7162, -1.3772, -1.3414)
C (3.9790, -1.8347, -1.4109)
C (4.4534, -2.9749, -0.6563)
C (3.7025, -3.4347, 0.3788)
C (2.3748, -2.9471, 0.5275)
P (1.4391, -2.2155, 1.7428)
C (2.1186, -1.0538, 2.9470)
C (3.0747, -0.1546, 2.4727)
C (3.5988, 0.8055, 3.3194)
C (3.1809, 0.8621, 4.6444)
C (2.2469, -0.0435, 5.1228)
C (1.7119, -1.0046, 4.2757)
C (0.2245, -3.2313, 2.6045)
C (-0.9012, -2.6465, 3.1823)
C (-1.8407, -3.4479, 3.8152)
C (-1.6456, -4.8201, 3.8849)
C (-0.5261, -5.4019, 3.3027)
C (0.4032, -4.6108, 2.6466)
H (-2.4782, -2.4328, -1.8716)
H (0.8989, -0.2997, 0.2328)
H (2.4150, -0.4707, -1.8582)
H (4.7029, -1.2908, -2.0085)
H (5.4553, -3.3450, -0.8250)
H (4.1277, -4.1288, 1.0973)
H (3.4126, -0.2235, 1.4421)
H (4.3361, 1.5066, 2.9510)
H (3.5897, 1.6148, 5.3063)
H (1.9234, 0.0021, 6.1543)
H (0.9740, -1.7018, 4.6489)
H (-1.0472, -1.5728, 3.1253)
H (-2.7226, -2.9963, 4.2515)
H (-2.3775, -5.4430, 4.3830)
H (-0.3871, -6.4741, 3.3478)
H (1.2536, -5.0564, 2.1443)
S (-3.5966, 0.9665, -0.4966)
C (-3.2724, 1.1431, -2.2137)
N (-4.2559, 1.7182, -2.9599)
N (-3.9478, 1.9897, -4.2404)
C (-2.7550, 2.6214, -4.6855)
C (-2.2766, 2.3390, -5.9567)
C (-1.1450, 2.9897, -6.4275)
C (-0.4831, 3.9117, -5.6325)
C (-0.9736, 4.1973, -4.3640)
C (-2.1083, 3.5631, -3.8873)
N (-2.1965, 0.6419, -2.7870)
N (-1.3849, 0.0401, -1.8812)
C (-0.5906, -1.0054, -2.3835)
C (-0.5995, -2.1994, -1.4555)
C (0.6971, -2.9984, -1.5406)
C (1.1544, -3.1651, -2.9547)
C (0.8414, -2.2638, -3.8858)
C (0.0406, -1.0845, -3.5590)
H (-4.7723, 2.1994, -4.7817)
H (-2.7802, 1.5968, -6.5626)
H (-0.7740, 2.7640, -7.4190)
H (0.4032, 4.4117, -6.0000)
H (-0.4754, 4.9398, -3.7528)
H (-2.5190, 3.7944, -2.9125)
H (-1.0675, -2.4516, 0.5133)
H (0.5206, -3.9697, -1.0699)
H (1.7917, -4.0083, -3.1880)
H (1.2109, -2.3683, -4.8978)
H (-0.0542, -0.2745, -4.2713)

Forces on atoms 1 to 6 (eV/Å):
V -0.4 0.0 -0.4
I 0.0 -0.1 0.0
C 0.0 0.1 0.1
C 0.0 -0.1 0.0
C 0.0 0.0 -0.1
I 0.0 0.0 0.0